3 unconnected molecules or ions with the total composition C4H16NO2. Source: the OMol25 dataset; level of theory: ωB97M-V/def2-TZVPD.

Last column: Mulliken spin population.
CARTESIAN COORDINATES (ANGSTROEM)
O: -0.8491 0.8644 2.9539  0.332
O: -1.2953 -2.2096 1.2584  0.141
N: 0.1882 -0.3301 0.1555  -0.158
C: 1.6083 -0.3961 -0.3671  0.509
C: -0.8363 1.6552 -1.0282  -0.077
C: -0.8852 0.1403 -0.7987  0.722
C: 1.8265 -0.0527 -1.8283  0.044
H: -1.6374 2.1142 -0.4556  -0.088
H: -0.5187 1.6084 3.4723  -0.063
H: -2.1679 -1.8706 1.5230  -0.032
H: -0.8207 1.9092 -2.0858  0.004
H: 2.8995 -0.0048 -1.9734  -0.004
H: 2.0362 -1.3393 -0.0435  -0.195
H: 1.4463 0.9455 -2.0301  -0.022
H: -1.3519 -3.1814 1.1860  0.026
H: -0.7731 -0.5504 -1.6312  0.039
H: -1.8017 -0.1705 -0.2918  -0.134
H: 1.3643 -0.7246 -2.5547  -0.046
H: -0.6973 0.0916 3.5162  -0.053
H: 0.2356 0.3117 0.9483  -0.033
H: 2.0898 0.4174 0.1726  -0.006
H: 0.0806 2.0511 -0.5922  0.048
H: -0.1405 -1.2786 0.4945  0.045

Computed properties:
2S+1: 2
Relative energy (zero: lowest compared OMol25 entry of this formula, charge and spin) in eV: 0.387
<S²>: 0.750
E_tot in eV: -9989.2197
Net charge: 0
Frontier orbital gap (spin up / spin down) in eV: 3.268 / 11.857